No. 1
Molecular formula: CH5NS
Method: DFT, ωB97M-V/def2-TZVPD

Calculated values
Spin multiplicity: 1
Orbital gap (alpha / beta) (eV): 6.3 / 6.4
HOMO level (alpha / beta) (eV): -9.0 / -9.0

```
8
CH5NS ωB97M-V/def2-TZVPD
C 1.2787 0.4637 -0.0119
N -2.0036 -0.3119 -0.2902
S 0.7905 -1.1068 -0.6759
H 2.2343 0.9164 -0.2344
H 1.5180 0.1857 0.9462
H 0.5128 1.1073 -0.2203
H -2.4414 -1.3300 -0.1179
H -1.8893 0.0756 0.6045
```

No. 2
Molecular formula: C15H27NO
Method: DFT, ωB97M-V/def2-TZVPD

Calculated values
Spin multiplicity: 1
Orbital gap (eV): 6.0
HOMO level (eV): -5.9

```
44
C15H27NO ωB97M-V/def2-TZVPD
C 3.1476 -0.8988 -1.6537
C 2.2766 0.2777 -1.9970
C 1.1530 0.5209 -1.2469
C 0.2560 1.4572 -1.7023
N -0.9539 1.6733 -0.8126
C -1.7870 0.4045 -0.8116
C -3.2551 0.7671 -0.5310
C -3.5116 2.2304 -0.7316
C -2.1610 2.6774 -1.2034
C -0.5781 2.0505 0.5739
H 2.5775 -1.8007 -1.8681
H 3.4310 -1.0919 -0.5904
H 3.9778 -0.8534 -2.1910
H 2.1649 0.2526 -3.0258
H 2.8636 1.3326 -1.8836
H 1.4747 0.7089 -0.2217
H 0.7543 -0.2819 -1.0988
H 0.1544 1.1683 -2.7843
H 0.6217 2.4445 -1.8700
H -1.5169 -0.2812 -0.0880
H -1.8875 -0.0815 -1.7948
H -3.3100 0.3837 0.4432
H -4.0434 0.1945 -0.9271
H -3.7998 2.6865 0.2955
H -4.3934 2.4461 -1.3304
H -2.0035 3.6944 -0.7648
H -2.1582 2.8000 -2.2317
H -1.3951 2.4475 1.2390
H 0.1652 2.8405 0.6889
H -0.0670 1.2339 1.1552
O -2.1863 1.1345 3.0217
H -2.7348 0.4687 2.6476
C 0.3988 -1.5953 2.2336
C 1.7311 -1.9040 3.1711
C 2.4971 -3.0787 2.6932
C 2.2798 -3.8562 1.5585
C 1.1331 -3.5385 0.7995
C 0.1946 -2.4307 1.1885
H -0.1695 -0.7572 2.3530
H 2.0737 -1.4631 4.0214
H 3.2211 -3.3594 3.4924
H 3.0524 -4.7925 1.4715
H 0.8287 -4.1526 -0.0260
H -0.5164 -2.0787 0.3391
```

No. 3
Molecular formula: C13H30ClI2OP2Tl
Method: DFT, ωB97M-V/def2-TZVPD

Calculated values
Spin multiplicity: 1
Orbital gap (alpha / beta) (eV): 5.7 / 5.8
Total charge: +2
HOMO level (alpha / beta) (eV): -15.0 / -15.2

```
50
C13H30ClI2OP2Tl ωB97M-V/def2-TZVPD
I -2.4980 -1.6066 -0.9361
I -1.8929 1.6952 -0.9430
Tl 2.2480 -0.7681 0.3956
P 0.1228 0.0713 -2.6566
C -1.1652 -0.0104 -3.9615
C 1.1909 1.3398 -3.4423
H 2.0333 -1.4418 -2.5902
H 1.1842 -1.4812 -4.1761
H 0.4643 -2.3242 -2.7525
C 1.0477 -1.4558 -3.0859
H 2.1627 1.3361 -2.9302
H 1.3112 1.0806 -4.5026
H -0.6533 -0.0417 -4.9319
H -1.8106 0.8718 -3.9073
H 0.7067 2.3189 -3.3431
H -1.7786 -0.9067 -3.8222
C -3.3646 0.2151 -0.0428
O -4.2952 0.4170 0.6608
Cl 4.0006 -0.2313 -1.4352
C 1.6628 -2.4760 3.3707
C 0.5812 -1.6380 4.0747
C 0.9581 -1.3560 5.5256
P 0.1204 -0.1594 3.0131
C -1.6747 0.1735 3.3744
C -2.1398 -0.1575 4.7913
C -2.0796 1.5946 2.9658
C 1.0569 1.3345 3.6494
C 0.6559 1.8723 5.0252
C 2.5783 1.1532 3.5395
H 2.6193 -1.9362 3.2910
H 1.3419 -2.7787 2.3632
H 1.8426 -3.3885 3.9555
H -0.3522 -2.2273 4.0769
H 1.8867 -0.7802 5.6171
H 0.1659 -0.8538 6.0918
H 1.1348 -2.3188 6.0261
H -2.1640 -0.5327 2.6746
H -1.6651 0.4833 5.5458
H -3.2225 0.0166 4.8470
H -1.9641 -1.2068 5.0478
H -1.7697 1.8257 1.9379
H -3.1738 1.6809 3.0038
H -1.6523 2.3482 3.6395
H 0.7624 2.1013 2.9077
H 0.8349 1.1494 5.8306
H 1.2829 2.7522 5.2351
H -0.3867 2.2042 5.0716
H 2.9062 0.9783 2.5054
H 3.0659 2.0795 3.8731
H 2.9559 0.3379 4.1713
```

No. 4
Molecular formula: C20H36MnN7OPS2
Method: DFT, ωB97M-V/def2-TZVPD

Calculated values
Spin multiplicity: 5
Orbital gap (alpha / beta) (eV): 7.1 / 3.8
Total charge: +3
HOMO level (alpha / beta) (eV): -15.6 / -15.7

```
68
C20H36MnN7OPS2 ωB97M-V/def2-TZVPD
Mn 7.6022 2.3042 15.0996
C 10.5049 5.4031 14.8889
C 9.5881 4.2406 14.5504
N 8.9765 3.5065 15.4778
N 9.3003 3.8222 16.8238
C 8.5705 3.2267 17.7431
N 8.8817 3.3214 19.0625
S 7.1796 2.1721 17.3238
C 9.2885 3.7871 13.2520
C 9.7479 4.3677 12.0875
C 9.3400 3.8258 10.8811
C 8.4356 2.7353 10.8757
C 8.1129 2.1595 12.1104
N 8.5429 2.6131 13.2847
H 10.8781 5.1206 15.8854
H 9.9269 6.3394 14.9803
H 11.2621 5.4822 14.1786
H 9.5908 3.8998 19.4385
H 8.2945 2.8575 19.7342
H 10.4040 5.2376 12.2023
H 9.4825 4.3465 9.9119
H 8.1486 2.3204 9.9128
H 7.5478 1.2484 12.0857
C 12.6037 0.8229 15.0844
C 12.8382 -0.3830 15.9993
C 11.5561 -0.9705 16.6505
S 10.2854 -1.7875 15.6148
O 10.0003 -0.9622 14.3652
C 11.2935 -3.1352 14.9731
C 10.6584 -3.9160 13.7865
C 9.3762 -4.7047 14.1667
H 13.5794 1.1002 14.7289
H 12.1574 1.6419 15.6530
H 11.9503 0.6213 14.1996
H 13.6254 -0.1080 16.8256
H 13.2271 -1.2174 15.4079
H 11.0888 -0.1350 17.2145
H 11.8494 -1.6117 17.4884
H 11.4793 -3.8750 15.7847
H 12.3070 -2.7871 14.7868
H 11.4205 -4.5613 13.2865
H 10.4851 -3.1603 13.0373
H 9.3954 -5.1266 15.2126
H 9.2191 -5.5986 13.5757
H 8.4390 -4.0864 14.0982
C 2.5498 -0.0081 15.4783
N 2.5634 1.4889 15.4931
C 1.9418 2.0634 14.2595
N 2.6891 1.5679 13.1215
C 2.7469 0.1312 13.1114
N 3.2598 -0.4724 14.2951
C 4.7018 -0.3071 14.4108
P 5.1442 1.5810 14.4199
C 3.9203 2.0719 15.7153
C 4.0301 2.1481 12.9608
H 1.5134 -0.4054 15.4057
H 3.0216 -0.3637 16.4036
H 1.9245 1.8192 16.1989
H 1.9327 3.1581 14.3176
H 0.8852 1.6891 14.2490
H 3.3615 -0.2176 12.2843
H 1.7617 -0.2909 12.9457
H 5.2215 -0.7325 13.5876
H 5.1211 -0.8182 15.2919
H 3.7426 3.1430 15.7900
H 4.3377 1.7998 16.6759
H 4.4543 1.7553 12.0341
H 3.9157 3.2199 12.8668
```

Across the entries above, E takes the values -13438.475; -19520.492; -67992.590; -96053.566 eV, respectively.
Across the entries above, relative energy (zero: lowest compared OMol25 entry of this formula, charge and spin) takes the values 97.3; 219.9; 15.2; 0.0 kcal per mole, respectively.